(1)
{
  "formula": "C23H31N3O5S",
  "method": "the ωB97M-V functional and the def2-TZVPD basis",
  "symbols": ["C", "H", "C", "H", "C", "N", "C", "O", "C", "N", "S", "O", "O", "C", "C", "C", "C", "C", "C", "H", "H", "H", "H", "H", "H", "H", "H", "C", "C", "C", "C", "C", "C", "H", "H", "H", "H", "H", "H", "H", "H", "H", "H", "H", "H", "C", "O", "N", "H", "C", "C", "C", "C", "C", "O", "H", "H", "H", "H", "H", "H", "H", "H"],
  "positions_angstrom": [[-3.84, -3.20, -1.76], [-4.52, -2.72, -1.06], [-2.59, -2.36, -1.95], [-2.85, -1.40, -2.40], [-1.87, -2.14, -0.61], [-0.52, -1.60, -0.78], [-0.33, -0.51, -1.53], [-1.24, 0.18, -1.97], [1.08, -0.10, -2.00], [1.22, 1.34, -1.88], [1.39, 1.78, -0.26], [1.15, 3.19, -0.17], [0.64, 0.89, 0.59], [3.13, 1.44, -0.03], [4.04, 2.10, -0.83], [5.39, 1.82, -0.68], [5.80, 0.90, 0.27], [4.88, 0.24, 1.07], [3.53, 0.52, 0.92], [2.77, 0.04, 1.52], [5.20, -0.47, 1.81], [6.85, 0.68, 0.39], [6.12, 2.33, -1.29], [3.68, 2.81, -1.55], [0.41, 1.81, -2.27], [1.91, -0.54, -1.46], [1.15, -0.36, -3.06], [0.52, -2.25, 0.01], [0.19, -2.23, 1.51], [1.35, -2.85, 2.29], [1.64, -4.27, 1.81], [1.97, -4.27, 0.32], [0.82, -3.67, -0.48], [-0.06, -4.31, -0.36], [1.07, -3.64, -1.54], [2.17, -5.28, -0.02], [2.88, -3.68, 0.15], [0.76, -4.89, 1.99], [2.47, -4.69, 2.38], [1.10, -2.86, 3.35], [2.25, -2.24, 2.17], [-0.72, -2.79, 1.72], [0.04, -1.20, 1.81], [1.44, -1.66, -0.10], [-1.75, -3.13, -0.15], [-2.75, -1.36, 0.39], [-3.09, -1.87, 1.45], [-3.15, -0.16, -0.02], [-2.71, 0.24, -0.85], [-3.97, 0.71, 0.80], [-3.40, 2.09, 0.86], [-2.12, 2.53, 1.02], [-2.17, 3.94, 0.94], [-3.48, 4.26, 0.74], [-4.23, 3.14, 0.68], [-3.99, 5.19, 0.63], [-1.34, 4.61, 1.02], [-1.24, 1.93, 1.16], [-4.98, 0.77, 0.39], [-4.02, 0.25, 1.79], [-1.90, -2.87, -2.63], [-4.36, -3.33, -2.71], [-3.59, -4.18, -1.36]],
  "lowdin_charge": [-0.082, 0.076, -0.189, 0.102, -0.184, 0.053, -0.428, 0.031, -0.131, -0.107, 0.675, -0.266, -0.289, -0.280, -0.054, -0.062, -0.071, -0.063, -0.059, 0.101, 0.108, 0.107, 0.108, 0.118, 0.112, 0.104, 0.142, -0.282, -0.131, -0.185, -0.200, -0.195, -0.133, 0.117, 0.120, 0.110, 0.114, 0.117, 0.109, 0.115, 0.100, 0.113, 0.115, 0.120, 0.135, -0.456, 0.060, 0.107, 0.112, -0.076, -0.254, -0.016, -0.056, -0.126, 0.043, 0.115, 0.100, 0.081, 0.134, 0.131, 0.121, 0.074, 0.078],
  "smiles": "CC[C@H](C(=O)NCc1ccco1)N(C(=O)CNS(=O)(=O)c1ccccc1)C1CCCCC1",
  "max_force_ev_per_a": 0.9,
  "e_lumo_ev": 0.4,
  "charge": 0,
  "de_lowest_kj_mol": 208.2,
  "energy_ev": -49897.848
}

(2)
{
  "formula": "C23H31N3P2SSn",
  "method": "the ωB97M-V functional and the def2-TZVPD basis",
  "symbols": ["C", "C", "C", "C", "C", "C", "C", "C", "C", "C", "C", "C", "C", "H", "H", "H", "H", "H", "H", "H", "N", "Sn", "C", "H", "H", "C", "H", "H", "P", "P", "C", "H", "H", "H", "C", "H", "H", "H", "C", "H", "H", "H", "C", "H", "H", "H", "H", "H", "C", "N", "C", "C", "N", "C", "S", "H", "H", "H", "H", "H", "H"],
  "positions_angstrom": [[-1.51, 3.26, -2.59], [-1.17, 2.02, -2.06], [0.19, 1.59, -2.12], [1.13, 2.38, -2.78], [0.78, 3.67, -3.19], [-0.53, 4.13, -3.07], [2.51, 1.84, -3.02], [2.66, 0.37, -2.73], [1.62, -0.32, -2.10], [1.65, -1.75, -2.04], [2.82, -2.40, -2.42], [3.95, -1.68, -2.82], [3.86, -0.30, -3.01], [-2.56, 3.55, -2.61], [1.56, 4.32, -3.60], [-0.81, 5.13, -3.39], [2.77, 2.01, -4.07], [2.84, -3.49, -2.39], [4.89, -2.19, -3.03], [4.70, 0.29, -3.36], [0.60, 0.40, -1.48], [0.04, -0.06, 0.55], [-2.28, 1.10, -1.55], [-2.04, 0.05, -1.77], [-3.20, 1.36, -2.09], [0.41, -2.54, -1.65], [-0.47, -2.13, -2.16], [0.55, -3.59, -1.92], [-2.73, 1.32, 0.18], [0.07, -2.54, 0.15], [1.34, -3.64, 0.82], [1.42, -3.52, 1.91], [1.07, -4.68, 0.60], [2.32, -3.43, 0.38], [-1.53, -3.34, 0.43], [-1.42, -4.43, 0.30], [-1.87, -3.14, 1.45], [-2.29, -2.97, -0.27], [-3.22, 3.01, 0.46], [-4.19, 3.20, -0.01], [-3.29, 3.17, 1.55], [-2.46, 3.70, 0.07], [-4.04, 0.17, 0.59], [-4.05, 0.01, 1.68], [-4.99, 0.61, 0.27], [-3.89, -0.80, 0.10], [3.24, 2.38, -2.43], [-1.68, 1.20, 1.20], [0.36, -2.11, 4.45], [0.47, -0.66, 4.53], [-0.07, 0.12, 5.54], [0.31, 1.40, 5.32], [1.07, 1.39, 4.16], [1.15, 0.13, 3.64], [2.01, -0.31, 2.21], [-0.22, -2.41, 3.57], [1.35, -2.58, 4.40], [-0.15, -2.45, 5.35], [-0.69, -0.32, 6.31], [0.08, 2.31, 5.85], [1.54, 2.19, 3.73]],
  "lowdin_charge": [-0.064, -0.229, -0.206, -0.135, -0.007, -0.054, -0.065, -0.145, -0.222, -0.231, -0.050, -0.054, -0.010, 0.119, 0.133, 0.117, 0.145, 0.119, 0.114, 0.128, -0.142, 0.907, -0.264, 0.090, 0.124, -0.286, 0.098, 0.107, 0.814, 0.703, -0.224, 0.029, 0.073, 0.064, -0.238, 0.070, 0.048, 0.051, -0.204, 0.076, 0.070, 0.065, -0.190, 0.070, 0.078, 0.056, 0.133, -0.102, 0.000, -0.105, -0.015, -0.025, 0.089, -0.732, 0.572, 0.081, 0.107, 0.107, 0.139, 0.132, 0.171],
  "max_force_ev_per_a": 2.1,
  "e_lumo_ev": -5.9,
  "charge": 2,
  "energy_ev": -64055.478
}

(3)
{
  "formula": "C23H31N3S",
  "method": "the ωB97M-V functional and the def2-TZVPD basis",
  "symbols": ["C", "C", "H", "H", "C", "C", "C", "C", "C", "C", "C", "H", "H", "N", "C", "N", "H", "C", "C", "C", "N", "C", "C", "H", "H", "H", "H", "C", "C", "C", "C", "C", "C", "C", "H", "H", "H", "H", "H", "H", "H", "H", "H", "H", "H", "H", "S", "H", "H", "H", "C", "H", "H", "H", "H", "H", "H", "H"],
  "positions_angstrom": [[6.45, -0.30, -1.09], [5.69, 1.02, -1.04], [5.04, 1.09, -1.92], [6.40, 1.85, -1.09], [4.84, 1.16, 0.23], [3.81, 0.07, 0.33], [3.87, -0.86, 1.36], [2.93, -1.87, 1.46], [1.90, -1.98, 0.52], [1.86, -1.06, -0.53], [2.80, -0.06, -0.62], [2.75, 0.63, -1.45], [1.12, -1.17, -1.31], [0.98, -3.02, 0.65], [-0.33, -3.09, 0.30], [-0.95, -1.97, -0.10], [-0.49, -1.09, 0.10], [-2.36, -1.89, -0.40], [-2.60, -0.87, -1.51], [-4.10, -0.75, -1.79], [-4.91, -0.44, -0.63], [-4.65, -1.36, 0.46], [-3.17, -1.51, 0.84], [-3.07, -2.29, 1.59], [-2.79, -0.57, 1.24], [-5.23, -1.05, 1.33], [-5.03, -2.34, 0.14], [-5.09, 0.96, -0.29], [-3.88, 1.72, 0.21], [-3.04, 2.37, -0.68], [-1.90, 3.01, -0.23], [-1.60, 3.03, 1.12], [-2.45, 2.41, 2.02], [-3.58, 1.76, 1.57], [-4.25, 1.28, 2.27], [-2.23, 2.43, 3.08], [-0.71, 3.53, 1.47], [-1.25, 3.51, -0.93], [-3.27, 2.37, -1.74], [-5.47, 1.45, -1.19], [-5.88, 0.99, 0.47], [-4.28, 0.01, -2.55], [-4.46, -1.71, -2.18], [-2.08, -1.18, -2.42], [-2.19, 0.10, -1.20], [-2.66, -2.89, -0.74], [-1.09, -4.56, 0.41], [1.32, -3.86, 1.11], [2.99, -2.59, 2.26], [4.65, -0.80, 2.09], [4.18, 2.54, 0.29], [3.57, 2.63, 1.19], [3.53, 2.70, -0.57], [4.93, 3.33, 0.30], [5.52, 1.08, 1.09], [7.11, -0.38, -0.23], [7.04, -0.36, -1.99], [5.75, -1.14, -1.07]],
  "lowdin_charge": [-0.096, -0.230, 0.108, 0.111, -0.356, -0.227, -0.026, -0.012, -0.243, -0.021, -0.024, 0.114, 0.112, 0.038, -0.855, 0.034, 0.133, -0.362, -0.118, -0.172, -0.169, -0.169, -0.116, 0.112, 0.099, 0.119, 0.126, -0.143, -0.218, -0.066, -0.084, -0.091, -0.082, -0.063, 0.115, 0.103, 0.100, 0.102, 0.114, 0.123, 0.123, 0.118, 0.125, 0.120, 0.095, 0.102, 0.631, 0.116, 0.114, 0.115, -0.060, 0.081, 0.074, 0.077, 0.136, 0.075, 0.070, 0.071],
  "smiles": "CC[C@@H](C)c1ccc(NC(=S)NC2CCN(Cc3ccccc3)CC2)cc1",
  "max_force_ev_per_a": 0.7,
  "e_lumo_ev": 0.6,
  "charge": 0,
  "de_lowest_kj_mol": 0.0,
  "energy_ev": -39660.826
}

(4)
{
  "formula": "C23H31NO5",
  "method": "the ωB97M-V functional and the def2-TZVPD basis",
  "symbols": ["C", "C", "C", "C", "H", "O", "C", "O", "N", "C", "H", "H", "H", "C", "C", "C", "C", "C", "C", "C", "H", "O", "C", "H", "H", "H", "O", "C", "C", "C", "C", "C", "C", "C", "H", "H", "O", "C", "H", "H", "H", "H", "H", "H", "H", "H", "H", "H", "C", "H", "H", "H", "H", "H", "H", "H", "H", "H", "H", "H"],
  "positions_angstrom": [[-8.76, -1.88, -0.50], [-7.53, -1.20, -1.07], [-6.31, -1.41, -0.18], [-5.07, -0.72, -0.74], [-5.23, 0.36, -0.82], [-3.97, -0.99, 0.12], [-2.79, -0.35, -0.26], [-2.85, 1.05, -0.19], [-2.40, 1.47, 1.10], [-3.50, 1.45, 2.05], [-3.90, 0.44, 2.23], [-3.14, 1.88, 2.98], [-4.30, 2.07, 1.65], [-1.33, 0.54, 1.43], [0.01, 1.07, 0.98], [1.17, 0.65, 1.62], [2.41, 1.10, 1.19], [2.53, 1.96, 0.11], [1.36, 2.40, -0.54], [0.13, 1.93, -0.09], [-0.76, 2.28, -0.60], [1.28, 3.23, -1.62], [2.37, 4.04, -2.00], [2.75, 4.63, -1.16], [3.19, 3.45, -2.42], [1.97, 4.71, -2.76], [3.74, 2.41, -0.36], [4.92, 2.06, 0.33], [5.30, 0.61, 0.22], [4.90, -0.15, -0.86], [5.25, -1.48, -0.98], [6.04, -2.08, 0.00], [6.45, -1.31, 1.09], [6.08, 0.01, 1.20], [6.41, 0.58, 2.06], [7.06, -1.79, 1.85], [6.46, -3.37, -0.01], [6.07, -4.19, -1.09], [4.99, -4.29, -1.15], [6.46, -3.81, -2.04], [6.51, -5.17, -0.89], [4.92, -2.04, -1.84], [4.28, 0.30, -1.63], [5.69, 2.68, -0.14], [4.85, 2.36, 1.39], [3.29, 0.74, 1.69], [1.12, -0.02, 2.46], [-1.30, 0.40, 2.52], [-1.68, -0.78, 0.70], [-0.81, -1.18, 0.18], [-2.07, -1.53, 1.38], [-2.57, -0.58, -1.32], [-4.84, -1.11, -1.75], [-6.10, -2.48, -0.08], [-6.50, -1.02, 0.82], [-7.32, -1.59, -2.06], [-7.72, -0.13, -1.17], [-8.60, -2.96, -0.41], [-9.00, -1.49, 0.49], [-9.62, -1.72, -1.14]],
  "lowdin_charge": [-0.118, -0.274, -0.192, -0.215, 0.129, -0.097, -0.364, -0.053, -0.135, -0.053, 0.088, 0.090, 0.092, -0.239, -0.183, -0.036, -0.004, -0.184, -0.181, 0.065, 0.126, -0.065, -0.078, 0.098, 0.089, 0.093, -0.083, -0.149, -0.229, -0.017, -0.008, -0.277, 0.001, -0.038, 0.116, 0.117, -0.086, -0.092, 0.095, 0.095, 0.092, 0.103, 0.123, 0.141, 0.134, 0.107, 0.114, 0.149, -0.011, 0.123, 0.121, 0.165, 0.131, 0.120, 0.119, 0.108, 0.109, 0.071, 0.071, 0.067],
  "smiles": "CCCCO[C@@H]1C[C@@H](c2ccc(OCc3ccc(OC)cc3)c(OC)c2)N(C)O1",
  "max_force_ev_per_a": 0.6,
  "e_lumo_ev": 0.8,
  "charge": 0,
  "de_lowest_kj_mol": 462.7,
  "energy_ev": -36078.881
}

| no. | HOMO energy (eV) |
| --- | --- |
| 1 | -8.0481 |
| 2 | -12.3442 |
| 3 | -7.9418 |
| 4 | -7.8827 |